Density functional theory data (ωB97M-V/def2-TZVPD) for a molecular structure, C11H31AlBCl6N2O3P2.

Values from the calculation:
* LUMO energy: 2.32 eV
* HOMO level: -4.2 eV
* gap between HOMO and LUMO: 6.5 eV
* E: -122023.80562 eV

Geometry as ORCA input:
```
! RIJCOSX wB97M-V def2-TZVPD def2/J DEFGRID3
* xyz -1 1
H 3.84 -2.33 -4.16
H 1.21 1.59 1.35
H 1.04 2.67 -2.75
Al 0.62 -0.20 -1.17
H -2.50 6.27 -0.26
B -1.36 -1.96 0.34
H 2.76 -0.43 6.43
C 1.63 -1.41 -2.39
H 3.94 0.05 1.38
H 3.11 -4.08 -1.78
H -2.55 -3.17 -0.62
C 3.26 -3.94 -2.86
Cl -5.98 -0.97 -0.01
H 1.45 -0.45 1.85
P -0.03 1.90 -2.20
Cl -4.27 7.74 -0.78
P 1.85 0.43 0.81
H 3.09 -2.14 6.05
H -5.38 0.44 1.77
H -7.04 0.75 1.19
Cl -5.85 5.25 0.93
C 3.06 -1.13 5.64
H 5.13 -0.64 5.94
H 2.28 -4.00 -3.33
H -1.77 0.02 -0.56
N 4.11 -4.98 -3.47
H 4.91 -2.60 -2.79
H -4.45 4.84 -0.93
C 4.42 -0.72 5.11
C 3.85 -2.55 -3.08
H -3.69 4.35 0.59
H -1.56 -1.28 -1.73
H -1.23 -2.37 2.24
H -0.61 1.60 -3.48
O -0.83 -1.78 1.60
O -0.96 2.75 -1.36
N 3.44 0.59 0.68
H 1.35 -1.12 -3.41
H -5.64 2.67 0.58
H 4.83 -5.26 -2.82
C 3.16 -1.44 -2.29
Cl 5.08 -1.94 3.98
Cl -3.78 1.65 -0.31
H 1.20 -2.41 -2.24
C -1.20 -0.90 -0.77
H -6.06 1.78 -0.90
C -3.49 6.43 0.17
H 3.54 -0.48 -2.64
C -5.52 1.73 0.05
H 4.36 0.22 4.58
H 3.56 -5.81 -3.65
H 3.48 -1.49 -1.24
C -4.26 5.14 0.10
C -6.00 0.58 0.89
O -2.00 -3.18 0.16
H -3.40 6.79 1.19
Cl 1.83 -1.07 4.37
*
```

Density functional theory data (ωB97M-V/def2-TZVPD) for a molecular structure, C11H31N3O11P2Si2.

Values from the calculation:
* LUMO energy: 0.02 eV
* HOMO level: -9.1 eV
* gap between HOMO and LUMO: 9.1 eV
* E: -73237.23198 eV

Geometry as ORCA input:
```
! RIJCOSX wB97M-V def2-TZVPD def2/J DEFGRID3
* xyz 0 1
H -2.88 1.77 -0.95
H -3.72 -1.55 -2.40
H 4.11 -1.64 -1.18
C 3.90 4.00 3.98
P 2.58 -0.27 -1.74
H 4.60 0.67 4.12
H -3.28 2.28 -2.92
O 1.99 -1.65 -2.36
H -3.69 -2.93 1.05
O -0.23 1.11 -0.54
O 3.95 -0.71 -0.98
H -3.32 0.26 -0.18
C -4.03 0.49 -2.23
O -2.14 -4.69 -0.76
N -4.05 1.65 -3.12
C -1.13 -1.71 -0.98
H -2.02 -1.20 0.95
H 0.28 -1.04 1.55
H -1.32 -2.77 0.90
H -0.01 -0.56 -4.24
H -1.95 -4.82 -1.69
C -3.28 -3.93 -0.73
C 2.81 1.82 4.21
H -5.92 -0.27 -1.97
O 0.07 1.80 -3.62
H -3.94 -1.94 -0.33
H 3.73 0.58 5.66
H -3.36 -0.70 -3.79
H -4.02 1.37 -4.08
C 4.05 1.24 4.86
C 5.05 3.81 3.02
O -4.21 -4.25 -1.33
H 5.51 2.83 3.13
H -5.78 1.35 -1.62
O 2.84 3.07 3.73
O 2.94 0.67 -2.75
H 4.21 3.95 5.03
C -2.99 0.70 -1.11
O 2.29 -1.56 1.36
H -1.60 -2.26 -1.79
C 1.25 -0.59 1.40
H 4.70 1.99 5.31
H 5.82 4.57 3.20
Si 1.30 0.59 -0.10
H 3.46 4.99 3.83
H 2.03 1.79 0.35
N -5.34 0.45 -1.55
H 2.27 -1.67 -3.29
C -3.28 -2.68 0.08
N -3.94 -0.75 -2.97
H -0.13 -2.13 -0.89
P -0.68 0.52 -3.61
H -1.84 0.73 -4.40
H 1.90 -3.00 0.23
H 4.71 3.90 1.99
O 1.82 1.16 4.06
C -1.90 -2.07 0.32
O 1.67 -2.80 1.15
H 1.45 0.02 2.27
Si -1.21 0.11 -1.46
*
```

Density functional theory data (ωB97M-V/def2-TZVPD) for a molecular structure, C11H31NSSi2.

Values from the calculation:
* LUMO energy: -1.48 eV
* HOMO level: -6.0 eV
* gap between HOMO and LUMO: 4.5 eV
* E: -39989.01396 eV

Geometry as ORCA input:
```
! RIJCOSX wB97M-V def2-TZVPD def2/J DEFGRID3
* xyz 0 1
H -1.67 -3.76 -3.16
C 0.02 -1.30 1.68
H 0.59 -1.71 0.84
H -3.80 1.72 4.63
H -0.83 -1.96 1.86
H 3.10 -1.08 -1.51
H -0.19 3.82 3.48
C -3.06 2.52 4.55
C 0.68 -2.70 -3.07
H -2.52 -0.17 -0.08
H -1.56 4.90 3.18
H 1.31 -3.56 -2.90
C 2.70 -1.17 -2.52
H 0.66 -1.33 2.56
C 1.17 -1.40 -2.41
H 0.72 2.44 0.49
H 4.38 -1.71 -3.70
C -1.06 3.99 2.83
H -2.33 2.38 5.35
H -4.24 1.98 1.49
H -0.69 4.20 1.82
C -1.57 0.34 -0.26
H 1.62 0.95 0.21
H 0.63 -0.56 -2.85
H 4.75 -3.98 -2.93
H -1.78 1.31 -0.73
C 0.98 1.47 0.93
H -4.20 3.71 1.89
C 4.05 -3.34 -2.39
Si -0.58 0.48 1.37
H 3.26 -3.96 -1.95
H 2.86 -0.20 -2.99
C -3.58 2.85 1.59
S -0.92 -3.07 -2.29
H 4.61 -2.89 -1.56
H 0.89 -1.40 -1.36
C 3.51 -2.22 -3.28
H -1.52 -1.85 -2.28
H 0.49 -2.56 -4.13
H -3.16 3.08 0.60
H -3.58 3.47 4.74
H 1.56 1.65 1.83
N -1.45 1.02 2.66
H 2.97 -2.62 -4.14
Si -2.22 2.49 2.87
H -0.97 -0.26 -0.97
*
```

Density functional theory data (ωB97M-V/def2-TZVPD) for a molecular structure, C11H32B4F16N3O5V.

Values from the calculation:
* LUMO energy: -1.61 eV
* HOMO level: -8.6 eV
* gap between HOMO and LUMO: 7.0 eV
* E: -98527.81109 eV

Geometry as ORCA input:
```
! RIJCOSX wB97M-V def2-TZVPD def2/J DEFGRID3
* xyz 0 1
F -2.25 -0.65 3.94
H -3.00 -1.51 -2.64
H -0.14 -3.56 -0.72
F 0.65 2.65 -2.26
H 3.88 5.43 4.41
F 1.03 0.69 -1.18
N 2.88 6.66 3.07
H -1.85 -3.02 -8.52
H 0.48 -2.24 0.44
F -3.30 -0.10 1.94
C 4.36 -3.47 0.75
H 3.65 7.31 2.95
F 0.13 -4.02 2.16
C 2.93 5.96 4.41
O -2.26 -2.45 -4.33
C -2.00 -3.83 -7.81
H 5.19 -2.76 0.81
C 0.66 -2.90 -0.40
F -4.64 2.93 1.17
H -0.36 -5.03 -5.71
O 1.80 4.24 3.31
C 2.91 7.00 5.52
H 1.77 -4.34 0.67
B 0.96 -3.26 3.00
O -0.35 0.43 1.69
N 1.93 -3.65 -0.08
C 0.84 3.18 3.22
V -1.67 0.47 0.76
H -1.27 -4.58 -8.13
B 0.03 1.53 -1.67
F -0.79 0.88 -2.61
H -0.77 -2.84 -6.24
H 2.17 -4.23 -0.88
F -0.77 1.94 -0.58
H 0.93 -2.25 -1.23
C 1.82 4.92 4.53
C -2.77 -2.68 -5.61
H 2.06 7.68 5.44
H 4.20 -3.74 1.80
C -1.69 -3.42 -6.37
F 0.89 -1.91 2.63
F -4.56 -0.88 3.69
H 4.67 -4.35 0.20
F 2.32 -3.70 2.80
F -3.19 -2.26 2.56
H 3.71 7.72 5.38
H 2.00 7.13 2.86
C 3.11 -2.78 0.29
F 0.60 -3.39 4.33
H -2.25 -0.41 -3.74
H 2.92 6.60 6.53
H 1.16 2.59 2.36
F -2.44 2.63 1.63
H -1.90 -5.49 -5.64
H -0.13 3.52 2.86
C -2.86 -1.31 -3.71
F -3.04 3.71 -0.29
H -2.97 -4.30 -7.99
O 3.06 -1.66 -0.07
B -3.30 -0.98 3.10
H 2.97 5.92 2.36
F -3.43 1.45 -0.04
H -1.40 -4.37 -4.58
B -3.40 2.71 0.61
H -3.69 -3.28 -5.53
H 2.10 4.20 5.31
H 0.78 2.50 4.07
O -1.75 -0.85 -0.08
H 0.86 5.37 4.83
H -3.03 -1.80 -6.19
H -3.86 -1.03 -4.04
N -1.30 -4.67 -5.56
*
```

Density functional theory data (ωB97M-V/def2-TZVPD) for 11 unconnected molecules or ions with the total composition C11H32FN11O23PS3.

Values from the calculation:
* LUMO energy: -5.61 eV
* HOMO level: -12.5 eV
* gap between HOMO and LUMO: 6.9 eV
* E: -119883.28838 eV

Geometry as ORCA input:
```
! RIJCOSX wB97M-V def2-TZVPD def2/J DEFGRID3
* xyz 1 1
O -1.45 -3.38 7.36
O -2.19 3.19 0.47
H -0.40 -0.57 1.01
O 2.60 -2.43 1.01
N -2.05 2.33 -0.37
C 2.22 4.39 -1.21
H -0.68 -2.32 0.81
N -2.83 -5.69 0.61
C -1.09 7.78 -2.34
N 2.01 -6.24 -2.80
O 1.16 8.21 -2.64
H -4.02 1.73 -0.66
H 5.88 2.56 -1.10
H -2.15 -0.64 6.35
C -3.51 -4.88 1.66
N -6.05 0.38 2.25
H -0.95 -0.82 -5.37
O 1.16 -2.35 -0.89
H -6.44 1.81 3.74
O 2.51 -7.19 -2.26
H -3.69 -1.51 6.64
P 5.86 -2.46 -0.58
H 1.16 4.30 -1.01
H -2.47 -2.20 5.53
H 6.35 -1.26 -0.05
C 0.53 -6.22 -2.95
S 2.39 -2.76 -0.34
N -2.01 -2.33 7.58
H 2.48 5.41 -1.45
O 2.63 -5.28 -3.24
O 5.08 4.75 -0.01
C 6.47 2.94 -0.27
H 0.07 -0.16 -4.06
C -0.80 0.00 -4.68
O 7.17 5.14 -0.31
O -2.27 -5.07 -0.28
O -1.11 2.27 -1.15
H 0.16 -5.34 -2.44
C 3.95 0.32 -0.57
F 2.60 -4.22 -0.60
C -3.07 1.26 -0.45
O -2.10 -1.79 8.66
N 0.35 7.57 -2.02
O -6.88 -0.33 2.75
H -1.68 7.14 -1.71
C -2.63 -1.62 6.43
H -2.75 -4.26 2.11
C -0.51 -1.52 1.52
H -0.74 0.95 -5.21
O -5.40 0.11 1.26
H 6.15 2.51 0.67
H -3.96 -5.55 2.38
H -4.27 -4.27 1.17
N 6.22 4.41 -0.19
N -1.71 -1.44 2.40
H 0.31 -6.16 -4.01
H 7.53 2.78 -0.44
H 6.63 -2.74 -1.72
O -2.36 -0.42 2.41
H -3.09 0.75 0.51
O 3.32 2.65 -2.34
H -6.00 2.47 2.13
N 3.73 -0.27 -1.66
H -1.22 7.53 -3.39
O -2.20 -0.95 -3.10
O 1.92 3.86 -3.43
O 4.20 0.87 0.39
O -1.96 -2.43 3.04
C -5.79 1.71 2.88
N 2.50 3.57 -2.42
O -2.86 -6.89 0.70
O 0.62 6.76 -1.15
H 0.13 -7.12 -2.52
H -4.75 1.73 3.16
S 5.65 -3.93 0.60
O -2.64 1.05 -3.76
H 0.34 -1.72 2.16
S 3.93 -1.92 -1.61
H 2.82 4.02 -0.39
N -1.98 0.04 -3.78
H -1.31 8.83 -2.17
H -2.79 0.58 -1.24
*
```

Density functional theory data (ωB97M-V/def2-TZVPD) for 8 unconnected molecules or ions with the total composition C11H32N13O7.

Values from the calculation:
* LUMO energy: 1.90 eV
* HOMO level: -4.6 eV
* gap between HOMO and LUMO: 6.5 eV
* E: -45636.03545 eV

Geometry as ORCA input:
```
! RIJCOSX wB97M-V def2-TZVPD def2/J DEFGRID3
* xyz -1 1
N 0.48 17.25 3.02
H 3.15 17.12 9.13
H 2.42 21.94 5.78
H 2.18 23.14 1.17
H 6.46 22.62 9.22
O 3.28 23.57 11.31
N 1.23 23.38 1.34
H 1.63 24.16 4.41
H 7.44 25.37 5.51
O 6.84 20.50 10.48
H 2.58 24.97 8.59
H 2.96 20.78 4.66
H 2.99 19.53 8.47
H 2.37 17.89 4.46
H -0.23 16.83 2.46
N 3.00 24.90 9.49
H 3.05 22.67 8.29
H 3.27 17.07 1.69
O 4.28 19.02 2.95
H 0.09 19.10 11.46
N 1.59 17.55 5.01
H 1.41 17.45 2.67
H 2.72 23.20 3.44
O 4.02 20.79 6.45
C 0.85 18.87 10.74
C 5.94 23.92 5.80
H 2.02 20.21 6.08
O 6.65 22.94 5.86
N 5.92 21.86 8.85
N 2.97 17.98 1.38
N 2.48 19.12 9.25
C 2.82 20.89 5.76
N 1.85 23.69 3.56
C 1.50 19.78 9.94
H 2.21 20.37 0.98
O -0.22 24.30 2.84
H 4.21 22.93 6.08
C 0.42 17.17 4.41
N 6.46 25.18 5.56
O -0.56 16.72 4.99
H 5.86 25.96 5.38
H 0.57 23.49 0.60
H 4.74 19.86 8.13
H 5.31 18.79 9.44
H 5.20 21.85 8.16
H 1.81 17.44 5.98
N 3.00 22.57 9.28
C 0.88 23.83 2.61
N 4.56 23.88 5.92
N 5.27 19.69 9.00
H 2.91 25.65 10.16
C 1.40 17.59 10.46
C 3.50 19.09 2.02
C 2.46 17.80 9.61
H 3.42 21.13 1.95
H 1.20 16.63 10.90
H 2.51 18.07 0.50
H 4.02 24.71 5.94
H 3.36 21.69 9.62
C 3.06 23.65 10.11
N 3.01 20.30 1.58
C 6.11 20.67 9.49
H 1.34 20.83 9.81
*
```

Density functional theory data (ωB97M-V/def2-TZVPD) for 3 unconnected molecules or ions with the total composition C11H32N3O5P.

Values from the calculation:
* LUMO energy: 0.60 eV
* HOMO level: -8.2 eV
* SMILES: CCN[C@H](OC)[C@@H](N)P(=N)(O)O.CC(C)O.CC(C)O
* gap between HOMO and LUMO: 8.8 eV
* E: -35922.15977 eV
* energy relative to the best compared isomer or geometry (same formula, charge and spin): 0.0 kJ/mol

Geometry as ORCA input:
```
! RIJCOSX wB97M-V def2-TZVPD def2/J DEFGRID3
* xyz 0 1
C 0.09 -1.11 -0.75
P -0.48 2.90 2.02
H 5.40 2.74 -0.73
H -3.83 1.35 -1.09
H -4.88 -2.27 1.27
H -3.99 -2.24 -1.66
N -1.79 3.24 2.85
O 0.93 3.20 2.90
H -2.65 -3.03 0.70
N -0.02 0.37 -0.69
H -5.93 -1.86 -0.10
H -0.68 -1.54 -1.41
C -1.12 0.74 0.21
H 0.88 2.62 3.67
O -0.36 3.86 0.67
H 4.84 0.91 -2.48
H -0.09 -1.55 0.24
O 5.18 -0.33 0.63
H -1.20 0.61 2.38
H 1.48 1.00 1.32
H 4.53 -0.74 -1.91
H -2.32 3.97 2.39
C 4.84 0.68 -0.32
H -2.59 1.84 -2.27
H -4.44 -4.60 0.24
H 6.16 -0.10 -1.85
H -5.49 -4.19 -1.13
H 3.78 0.89 -0.20
H 6.11 -0.52 0.53
C -2.77 1.24 -1.36
H 5.45 2.29 0.98
C -4.47 -4.13 -0.75
O -2.66 -2.64 -0.18
H 2.00 -2.14 -0.31
H -0.19 0.68 -1.64
H 1.56 -2.23 -2.02
C -4.90 -1.86 0.25
C -4.00 -2.69 -0.66
H -4.54 -0.83 0.31
N 0.80 0.45 1.83
H -1.75 -0.18 0.33
H 2.15 -0.65 -1.28
H 0.97 0.53 2.82
H -3.81 -4.71 -1.40
C 1.54 -1.56 -1.14
C -0.54 1.06 1.62
C 5.11 0.16 -1.73
H -2.53 0.19 -1.61
H 6.72 1.74 -0.10
H -0.18 4.77 0.93
C 5.65 1.94 -0.03
O -1.96 1.74 -0.29
*
```

Density functional theory data (ωB97M-V/def2-TZVPD) for 4 unconnected molecules or ions with the total composition C11H33N4O4.

Values from the calculation:
* LUMO energy: -2.88 eV
* HOMO level: -11.8 eV
* gap between HOMO and LUMO: 8.9 eV
* E: -26084.48211 eV

Geometry as ORCA input:
```
! RIJCOSX wB97M-V def2-TZVPD def2/J DEFGRID3
* xyz 1 1
H 0.60 1.53 -2.94
H 2.92 -0.73 2.01
O 1.31 -2.76 0.63
H -1.25 -2.23 1.78
H -2.18 -2.24 0.46
O 1.12 2.07 -2.33
O -3.32 2.06 -1.52
H 3.20 -2.05 0.39
H -2.06 2.97 -2.89
H -0.20 -1.21 -1.70
H -1.09 -0.66 -4.33
H 2.39 2.72 -3.85
C 0.12 0.65 2.32
H 1.47 -4.76 1.06
H 0.47 -1.52 2.67
N 2.08 -0.61 1.46
H -0.64 0.79 0.28
C -1.02 0.70 1.30
N -3.05 -0.15 0.24
H -3.31 0.83 0.30
C -2.37 3.07 -1.84
C 1.19 1.66 1.73
H 1.44 -3.71 2.47
H -2.52 -0.22 -0.63
H -2.57 -1.19 3.16
H -3.79 -0.61 2.30
H 3.01 2.83 -2.19
H -4.10 2.19 -2.07
H 3.19 1.15 1.23
N -2.83 -0.41 2.56
H 0.72 2.28 0.98
H 1.67 2.28 2.48
C -2.07 -0.42 1.31
H 1.95 -1.27 -0.55
C 2.16 -1.72 0.41
H 1.52 -0.41 3.41
N -1.47 -1.70 0.95
O -0.58 -0.61 -2.35
C -0.65 -1.32 -3.59
C 2.42 2.22 -2.88
H -1.28 -2.21 -3.50
H 2.90 -3.84 1.49
H -1.56 1.61 1.51
H 0.35 -1.62 -3.93
H -1.50 2.92 -1.21
H 2.90 1.25 -3.00
C 2.20 0.80 0.96
C 0.99 -0.60 2.49
C 1.81 -3.81 1.45
H 2.18 0.89 -0.12
H -2.77 4.07 -1.67
H -0.10 1.06 3.30
*
```